Entry 1:
Computed, not measured: a gas-phase ion, C2H8NS2 (charge +2) in a non-equilibrium geometry, with ωB97M-V with the def2-TZVPD basis set.

As for the expectation value of S²: 0.7551. The value obtained for the LUMO energy (spin up / spin down) is -8.4158 / -12.9778 eV.

Geometry as ORCA input:
```
! wB97M-V def2-TZVPD RIJCOSX def2/J DEFGRID3
* xyz 2 2
N -0.87 1.13 1.17
C -0.04 -0.06 0.76
C 0.77 0.23 -0.52
S 1.57 -1.23 -1.25
S 0.10 -2.58 -1.58
H -0.27 1.96 1.23
H -1.51 1.40 0.41
H -1.30 1.10 2.09
H 0.62 -0.28 1.60
H -0.71 -0.89 0.56
H 1.64 0.87 -0.33
H 0.17 0.82 -1.22
H -0.16 -2.47 -2.91
*
```

=====

Entry 2:
Computed, not measured: a single C2H4Br3PS molecule in a non-equilibrium geometry, with ωB97M-V with the def2-TZVPD basis set.

As for the expectation value of S²: 2.0080. The value obtained for the LUMO energy (spin up / spin down) is 0.0486 / -2.5774 eV.

Geometry as ORCA input:
```
! wB97M-V def2-TZVPD RIJCOSX def2/J DEFGRID3
* xyz 0 3
C -1.95 1.40 0.53
C 2.96 -1.08 -0.86
P -0.30 0.52 0.10
S -1.03 -0.83 -1.25
Br -3.47 0.46 1.36
Br 1.45 -2.02 -1.23
Br -0.11 -0.75 1.89
H -1.74 2.21 1.09
H -2.46 1.51 -0.38
H 3.34 -1.18 0.11
H 3.31 -0.25 -1.36
*
```

=====

Entry 3:
Computed, not measured: a gas-phase ion, C10H14N3O (charge +1) in a non-equilibrium geometry, with ωB97M-V with the def2-TZVPD basis set.

The value obtained for the LUMO energy is -3.4608 eV.

Geometry as ORCA input:
```
! wB97M-V def2-TZVPD RIJCOSX def2/J DEFGRID3
* xyz 1 1
C -0.64 -1.80 -1.31
C -1.18 -0.98 -0.31
C 0.54 -1.22 -1.71
C -1.70 0.96 3.20
C -0.72 0.70 2.33
C 1.24 1.78 0.19
C 1.88 0.70 -1.01
C -2.43 -1.27 0.42
C 1.53 -1.59 -2.74
C -0.70 1.23 1.00
N 2.90 0.65 -1.69
N -0.39 0.08 -0.08
N 0.73 -0.10 -0.97
O 2.08 1.90 1.22
H -1.07 -2.70 -1.69
H -1.69 0.55 4.19
H -2.54 1.58 2.94
H 0.10 0.05 2.60
H 0.90 2.70 -0.29
H -2.97 -0.37 0.70
H -3.06 -1.91 -0.20
H -2.20 -1.82 1.34
H 1.64 -0.78 -3.46
H 2.51 -1.74 -2.29
H 1.23 -2.50 -3.26
H -1.45 1.89 0.61
H 3.61 1.35 -1.53
H 1.88 2.66 1.79
*
```

=====

Entry 4:
Computed, not measured: 2 unconnected molecules or ions with the total composition C3H11O in a non-equilibrium geometry, with ωB97M-V with the def2-TZVPD basis set.

The value obtained for the LUMO energy is -4.9205 eV.

Geometry as ORCA input:
```
! wB97M-V def2-TZVPD RIJCOSX def2/J DEFGRID3
* xyz 1 1
O 2.36 -0.24 0.20
H 1.73 -0.09 -0.53
H 1.95 0.26 0.92
H 2.59 -1.14 0.61
C -1.07 -0.95 -0.93
C -1.48 0.37 -0.15
C -0.44 0.92 0.83
H 0.00 -0.89 -1.25
H -1.52 -1.08 -1.92
H -1.32 -1.85 -0.36
H -2.58 0.32 0.20
H -1.47 1.11 -0.97
H -0.77 1.91 1.42
H -0.07 0.12 1.53
H 0.51 1.17 0.26
*
```

=====

Entry 5:
Computed, not measured: 2 unconnected molecules or ions with the total composition C5H9NO in a non-equilibrium geometry, with ωB97M-V with the def2-TZVPD basis set.

The value obtained for the LUMO energy is 0.8683 eV. Its structure (SMILES) is Cc1ccc[nH]1.O.

Geometry as ORCA input:
```
! wB97M-V def2-TZVPD RIJCOSX def2/J DEFGRID3
* xyz 0 1
C -0.56 -2.07 0.31
C -0.55 -0.58 0.63
C 0.48 0.18 1.00
C -0.06 1.39 1.56
C -1.38 1.52 1.13
N -1.71 0.24 0.67
H 0.32 -2.61 0.57
H -0.58 -2.17 -0.97
H -1.38 -2.76 0.62
H 1.53 -0.03 1.09
H 0.35 2.05 2.39
H -2.16 2.20 1.34
H -2.58 -0.27 0.38
O 2.80 -0.06 -3.85
H 3.45 -0.74 -3.99
H 3.00 0.51 -3.11
*
```

=====

Entry 6:
Computed, not measured: a gas-phase ion, C27H32N3 (charge +1) in a non-equilibrium geometry, with ωB97M-V with the def2-TZVPD basis set.

The value obtained for the LUMO energy is -2.9099 eV. Its structure (SMILES) is Cc1cc[n+](C(c2ccc(N3CCCC3)cc2)c2ccc(N3CCCC3)cc2)cc1.

Geometry as ORCA input:
```
! wB97M-V def2-TZVPD RIJCOSX def2/J DEFGRID3
* xyz 1 1
C 0.14 3.24 5.71
C 0.47 2.39 4.51
C -0.52 1.66 3.86
C -0.21 0.85 2.78
N 1.04 0.69 2.30
C 1.22 -0.40 0.86
C 0.18 -1.48 0.69
C -0.12 -2.09 -0.56
C -1.00 -3.17 -0.63
C -1.78 -3.48 0.52
N -2.83 -4.36 0.48
C -3.86 -4.27 1.48
C -4.88 -5.35 1.13
C -4.22 -6.21 0.04
C -2.98 -5.43 -0.49
C -1.49 -2.88 1.77
C -0.45 -1.97 1.85
C 1.45 0.46 -0.33
C 2.75 0.65 -0.85
C 2.91 1.36 -2.03
C 1.85 2.19 -2.48
N 2.07 3.04 -3.52
C 1.19 4.16 -3.82
C 2.01 5.03 -4.80
C 3.17 4.16 -5.31
C 3.31 3.02 -4.30
C 0.57 2.11 -1.86
C 0.37 1.18 -0.85
C 2.01 1.44 2.89
C 1.77 2.27 3.99
H 1.05 3.71 6.12
H -0.57 4.05 5.46
H -0.33 2.65 6.52
H -1.55 1.69 4.20
H -0.99 0.28 2.29
H 2.15 -0.80 1.28
H 0.34 -1.75 -1.48
H -1.15 -3.73 -1.56
H -3.46 -4.44 2.49
H -4.29 -3.25 1.47
H -5.12 -5.95 2.02
H -5.78 -4.86 0.78
H -3.91 -7.15 0.51
H -4.91 -6.43 -0.76
H -3.12 -5.02 -1.51
H -2.10 -6.10 -0.55
H -2.03 -3.18 2.68
H -0.15 -1.60 2.84
H 3.61 0.20 -0.38
H 3.84 1.36 -2.59
H 0.94 4.71 -2.90
H 0.25 3.82 -4.29
H 2.42 5.88 -4.25
H 1.38 5.40 -5.60
H 2.94 3.73 -6.28
H 4.09 4.74 -5.39
H 3.45 2.05 -4.82
H 4.20 3.19 -3.66
H -0.28 2.74 -2.17
H -0.65 1.05 -0.46
H 3.02 1.36 2.49
H 2.58 2.84 4.45
*
```

=====

Entry 7:
Computed, not measured: a molecular structure, C3H6ClPS2 in a non-equilibrium geometry, with ωB97M-V with the def2-TZVPD basis set.

The value obtained for the LUMO energy is -1.1117 eV.

Geometry as ORCA input:
```
! wB97M-V def2-TZVPD RIJCOSX def2/J DEFGRID3
* xyz 0 1
C -1.23 0.94 -0.10
C -0.58 -0.13 0.76
C 0.62 -0.72 0.02
P -3.98 -0.04 0.56
S -2.75 1.65 0.61
S -1.73 -1.49 1.19
Cl -3.96 -0.57 -1.36
H -0.56 1.80 -0.22
H -1.46 0.53 -1.08
H -0.28 0.31 1.72
H 1.56 -0.41 0.47
H 0.63 -0.41 -1.03
H 0.59 -1.81 0.04
*
```

=====

Entry 8:
Computed, not measured: 3 unconnected molecules or ions with the total composition C6H14O2 in a non-equilibrium geometry, with ωB97M-V with the def2-TZVPD basis set.

The value obtained for the LUMO energy is 0.5479 eV. Its structure (SMILES) is C=C(C)/C=C/C.O.O.

Geometry as ORCA input:
```
! wB97M-V def2-TZVPD RIJCOSX def2/J DEFGRID3
* xyz 0 1
C -2.02 -0.81 -0.65
C -0.95 -1.26 0.05
C -0.51 -2.66 -0.27
C -0.07 -0.50 0.96
C -0.15 0.84 1.01
C 0.63 1.89 1.68
H -2.58 -1.59 -1.15
H -2.50 0.16 -0.60
H 0.59 -2.73 -0.38
H -0.96 -3.43 0.35
H -0.81 -3.05 -1.24
H 0.62 -1.19 1.45
H -0.99 1.14 0.38
H 0.12 2.41 2.54
H 0.82 2.77 1.03
H 1.44 1.54 2.29
O 2.41 0.09 -0.26
H 1.61 0.55 -0.51
H 2.39 -0.80 -0.59
O 0.69 2.23 -1.91
H 0.25 1.51 -2.37
H -0.02 2.88 -1.81
*
```

=====

Entry 9:
Computed, not measured: a single CH5BO molecule in a non-equilibrium geometry, with ωB97M-V with the def2-TZVPD basis set.

The value obtained for the LUMO energy is 0.8719 eV. Its structure (SMILES) is BOC.

Geometry as ORCA input:
```
! wB97M-V def2-TZVPD RIJCOSX def2/J DEFGRID3
* xyz 0 1
B -1.26 -0.02 -0.07
O -0.19 -0.49 0.53
C 1.05 -0.12 0.15
H -1.25 0.75 -1.04
H -2.31 -0.08 0.41
H 1.35 -0.80 -0.63
H 1.76 -0.04 0.93
H 0.85 0.79 -0.28
*
```

=====

Entry 10:
Computed, not measured: 2 unconnected molecules or ions with the total composition F2H2NOP in a non-equilibrium geometry, with ωB97M-V with the def2-TZVPD basis set.

The value obtained for the LUMO energy (spin up / spin down) is -2.5054 / -2.5055 eV. Its structure (SMILES) is N#P(F)F.O.

Geometry as ORCA input:
```
! wB97M-V def2-TZVPD RIJCOSX def2/J DEFGRID3
* xyz 0 1
N 1.87 1.74 -0.88
P 2.35 0.66 -0.11
F 3.33 0.15 1.21
F 2.93 -0.59 -0.97
O -1.20 -0.23 0.88
H -0.61 0.12 1.74
H -2.11 0.05 1.04
*
```

=====

Entry 11:
Computed, not measured: 8 unconnected molecules or ions with the total composition C37H40BF4O13 in a non-equilibrium geometry, with ωB97M-V with the def2-TZVPD basis set.

The value obtained for the LUMO energy is 2.2183 eV.

Geometry as ORCA input:
```
! wB97M-V def2-TZVPD RIJCOSX def2/J DEFGRID3
* xyz -1 1
B 0.39 -0.25 -0.08
F 0.47 0.91 -0.91
F -0.25 -1.25 -0.79
F 1.71 -0.59 0.16
F -0.26 0.16 1.09
C -2.61 0.05 4.24
O -2.51 1.28 5.04
H -1.99 -0.73 4.70
H -2.08 0.31 3.24
H -3.60 -0.13 4.14
H -1.72 1.84 4.75
C 4.42 1.63 -3.61
C 3.26 1.83 -2.87
C 3.04 3.07 -2.25
C 3.96 4.08 -2.44
C 5.14 3.85 -3.24
C 5.33 2.63 -3.89
O 6.47 2.49 -4.73
O 1.85 3.35 -1.55
H 4.51 0.89 -4.26
H 2.44 1.04 -2.88
H 3.63 5.20 -2.20
H 5.79 4.70 -3.55
H 6.58 1.64 -4.99
H 1.50 2.47 -1.28
C 3.07 -5.08 2.03
C 2.65 -3.94 1.33
C 2.88 -3.95 -0.07
C 3.51 -5.03 -0.60
C 3.86 -6.20 0.01
C 3.71 -6.13 1.46
O 4.05 -7.13 2.20
O 2.50 -2.90 -0.84
H 3.00 -4.99 3.05
H 2.26 -3.12 1.90
H 3.85 -5.28 -1.65
H 4.33 -7.06 -0.45
H 4.61 -7.73 1.72
H 2.20 -2.31 -0.41
C 3.74 1.31 3.99
C 2.41 1.28 3.42
C 1.31 1.86 4.06
C 1.52 2.71 5.09
C 2.81 2.62 5.81
C 3.88 1.86 5.29
O 4.96 1.47 5.98
O 0.06 1.73 3.48
H 4.50 0.85 3.47
H 2.16 0.67 2.63
H 0.76 3.14 5.50
H 2.91 3.19 6.67
H 5.67 1.15 5.27
H 0.17 1.11 2.85
C -3.80 5.05 -0.18
C -2.88 4.53 -1.14
C -1.94 3.40 -0.73
C -1.85 3.05 0.61
C -2.82 3.49 1.51
C -3.83 4.48 1.12
O -4.73 4.62 2.08
O -1.16 2.83 -1.67
H -4.51 5.72 -0.70
H -2.81 4.80 -2.08
H -1.40 2.19 0.99
H -2.94 3.08 2.49
H -4.66 5.30 2.63
H -0.69 2.09 -1.45
C -1.23 -0.43 -6.55
C -0.29 -0.62 -5.63
C -0.54 -0.84 -4.26
C -1.84 -0.87 -3.84
C -2.92 -0.76 -4.74
C -2.61 -0.60 -6.11
O -3.60 -0.50 -7.04
O 0.52 -0.91 -3.35
H -0.93 -0.33 -7.56
H 0.76 -0.69 -5.83
H -2.00 -0.79 -2.74
H -3.90 -0.78 -4.42
H -3.36 -0.19 -7.94
H -0.04 -1.00 -2.50
C -6.02 -3.47 1.31
C -5.08 -4.16 0.46
C -3.77 -3.61 0.21
C -3.52 -2.34 0.84
C -4.44 -1.64 1.74
C -5.71 -2.15 1.91
O -6.59 -1.51 2.66
O -2.86 -4.23 -0.54
H -7.03 -3.67 1.52
H -5.23 -5.06 0.05
H -2.58 -1.87 0.61
H -4.27 -0.61 1.70
H -7.48 -1.86 2.51
H -2.21 -3.71 -0.97
*
```

=====

Entry 12:
Computed, not measured: a single C4H7NO molecule, with ωB97M-V with the def2-TZVPD basis set.

The value obtained for the LUMO energy is 0.9411 eV. Its structure (SMILES) is C1=NCCCO1.

Geometry as ORCA input:
```
! wB97M-V def2-TZVPD RIJCOSX def2/J DEFGRID3
* xyz 0 1
C 0.47 0.46 -1.59
N -0.25 -0.58 -1.55
C -0.93 -0.88 -0.30
C -0.26 -0.35 0.98
C 0.76 0.78 0.74
O 0.77 1.31 -0.59
H 0.91 0.79 -2.53
H -1.06 -1.96 -0.25
H -1.94 -0.45 -0.39
H 0.25 -1.18 1.49
H -1.04 -0.01 1.67
H 0.56 1.63 1.39
H 1.77 0.43 0.94
*
```

=====

Per-record ΔE to the lowest compared entry with this formula, charge and spin, eV: 0.783; 0.000; 4.847; 0.957; 2.424; 0.916; 0.576; 2.592; 1.644; 5.939; 0.000; 1.394
Per-record electronic energy, eV: -25344.500; -232387.222; -17103.782; -5327.477; -8866.789; -32982.118; -46690.317; -10542.025; -3841.391; -18291.379; -77181.439; -7798.250